[1]
{
  "formula": "C9H14",
  "method": "ωB97M-V/def2-TZVPD",
  "symbols": ["C", "H", "C", "H", "H", "H", "H", "H", "H", "H", "H", "H", "C", "H", "H", "H", "C", "C", "C", "C", "H", "C", "C"],
  "positions_angstrom": [[2.681607, -1.932597, -0.930419], [-4.328006, 0.194000, 0.468456], [2.207386, 0.363938, -0.065611], [-1.349378, -0.582004, 1.176195], [2.791067, -1.701823, -1.988048], [0.090194, -2.279453, -0.273430], [-2.053003, 0.476152, -1.030850], [-4.318311, 1.949894, 0.350047], [-2.966416, 1.007433, 1.125204], [-2.850055, 1.994371, -1.393843], [3.190963, 0.551771, -0.463448], [3.639790, -1.845931, -0.425181], [0.452440, -1.332476, 0.104657], [1.670452, 2.274487, 0.856395], [2.335263, -2.945704, -0.739237], [-3.687518, 0.496735, -1.809807], [1.409608, 1.252849, 0.603797], [0.145852, 0.849307, 1.059168], [1.698683, -0.929985, -0.301389], [-0.333708, -0.427833, 0.839597], [-0.468470, 1.506071, 1.662032], [-3.688932, 1.066830, 0.314048], [-3.021763, 0.960444, -1.088456]],
  "atomic_forces_ev_per_a": [[-0.874, 0.602, 0.506], [-0.146, 0.074, 0.050], [-0.774, -1.011, -0.194], [0.029, -0.679, -0.056], [0.152, -0.354, -0.108], [-0.125, -0.195, 0.492], [-0.046, -0.272, -0.198], [0.062, 0.109, 0.351], [0.068, 0.543, 0.009], [0.203, -0.134, -0.383], [0.174, 0.461, 0.182], [0.180, 0.108, -0.128], [-0.771, 0.654, 0.067], [0.442, -0.072, -0.274], [-0.053, -0.096, -0.418], [0.102, -0.141, -0.075], [-0.780, 0.627, 0.647], [0.317, -0.313, 0.310], [1.868, -0.376, -0.214], [0.166, 0.341, -0.608], [0.100, 0.261, -0.161], [-0.048, -1.149, -0.819], [-0.245, 1.012, 1.021]],
  "lowdin_charge": [-0.050, 0.058, -0.054, 0.090, 0.078, 0.109, 0.036, 0.058, 0.034, 0.059, 0.108, 0.073, -0.052, 0.101, 0.070, 0.059, -0.085, -0.108, -0.279, -0.098, 0.098, -0.158, -0.147],
  "charge": 0,
  "max_force_ha_per_bohr": 0.0373,
  "e_above_lowest_kj_mol": 46.3,
  "homo_energy_ev": -9.0,
  "smiles": "Cc1ccccc1.CC",
  "multiplicity": 1
}

[2]
{
  "formula": "C9H14",
  "method": "ωB97M-V/def2-TZVPD",
  "symbols": ["H", "H", "H", "H", "H", "C", "C", "C", "H", "H", "C", "H", "C", "C", "H", "H", "C", "C", "H", "H", "H", "H", "C"],
  "positions_angstrom": [[-4.428254, -0.414829, -1.029699], [1.275071, 1.019891, -0.352463], [-0.207739, 0.158761, 1.448721], [4.170904, -1.521579, 1.668221], [0.816112, 0.749807, -2.616135], [2.563191, 0.013634, 1.654156], [-0.641248, 0.233669, 0.413574], [-1.343811, 0.470367, -2.252191], [-4.134166, 1.039925, -1.601676], [2.932056, -1.691781, 2.945107], [-1.911104, -0.199564, 0.151889], [3.176774, 0.805593, 1.197990], [3.495854, -0.950284, 2.335711], [-2.217666, 0.088293, -1.221945], [-2.524008, -0.631463, 0.879848], [3.985508, -0.714266, 3.190834], [0.278149, 0.742647, -0.483648], [-0.023523, 0.660129, -1.883266], [2.049783, -0.594701, 0.869653], [-3.816966, -0.413201, -2.678314], [1.835293, 0.555440, 2.260379], [-1.733411, 0.580554, -3.234406], [-3.596796, 0.012966, -1.662338]],
  "atomic_forces_ev_per_a": [[1.532, -0.658, 0.036], [1.190, 0.263, 1.255], [-0.832, 0.009, -0.843], [-0.463, 0.520, 0.241], [-0.966, 0.326, 0.612], [0.627, -0.086, -1.049], [2.391, 0.285, 3.321], [0.859, -0.588, 2.279], [1.367, -0.893, -0.758], [-0.505, -0.411, -1.217], [1.770, 1.864, -4.098], [-0.323, -0.214, -0.306], [-1.731, -2.708, -0.348], [-1.081, -0.896, 0.777], [-1.085, -0.432, 0.628], [2.413, 2.305, 2.068], [-1.542, -1.221, -3.762], [0.791, 0.652, 0.691], [0.247, 0.940, 0.553], [0.576, 0.564, 0.789], [0.046, -0.474, 0.280], [-0.083, -0.063, -0.684], [-5.197, 0.917, -0.463]],
  "lowdin_charge": [0.084, 0.058, 0.104, 0.083, 0.115, -0.186, -0.124, -0.060, 0.111, 0.077, -0.011, 0.071, -0.181, -0.296, 0.095, 0.014, -0.099, -0.063, 0.070, 0.088, 0.066, 0.101, -0.116],
  "charge": 0,
  "max_force_ha_per_bohr": 0.1030,
  "e_above_lowest_kj_mol": 205.6,
  "homo_energy_ev": -8.6,
  "smiles": "Cc1ccccc1.CC",
  "multiplicity": 1
}

[3]
{
  "formula": "C9H14",
  "method": "ωB97M-V/def2-TZVPD",
  "symbols": ["C", "H", "H", "C", "C", "H", "C", "C", "H", "H", "H", "H", "H", "C", "C", "C", "H", "H", "C", "H", "H", "H", "H"],
  "positions_angstrom": [[2.843839, -1.148349, 1.843030], [-3.955964, 0.796544, -0.906482], [1.533611, 0.111242, -2.588116], [0.356439, 1.309971, -1.187778], [-0.874386, 1.349313, -0.543684], [0.953553, -0.101613, 1.426730], [-0.345647, -0.745587, -2.240693], [-1.840924, 0.374219, -0.730103], [-3.220440, 1.277429, 0.636903], [-0.074355, -1.603602, -2.850925], [-2.295290, -1.467886, -1.786137], [3.429152, -1.363182, 2.751137], [1.129352, 2.029847, -0.975263], [-3.220259, 0.519654, -0.151806], [1.691755, -0.235506, 2.222065], [-1.579860, -0.682027, -1.598322], [2.159205, 0.716904, 2.490326], [1.174968, -0.512113, 3.141204], [0.600184, 0.252793, -2.050389], [-3.580106, -0.341721, 0.411444], [2.628712, -2.118144, 1.399951], [3.600921, -0.636224, 1.234881], [-1.114459, 2.218039, 0.052025]],
  "atomic_forces_ev_per_a": [[1.156, -0.157, 0.779], [0.007, -0.059, 0.006], [0.069, 0.387, 0.234], [-0.178, -0.705, -0.086], [0.115, 0.506, -0.063], [0.165, 0.116, 0.095], [-0.203, -0.082, 0.254], [-0.656, -0.224, -0.547], [0.005, 0.332, -0.312], [-0.232, 0.175, -0.063], [-0.248, -0.002, 0.144], [-0.242, -0.130, -0.064], [-0.030, 0.277, -0.081], [0.003, 0.393, 1.072], [0.174, 0.371, 0.077], [0.916, -0.049, -0.160], [-0.336, 0.217, -0.311], [-0.077, -0.470, -0.140], [0.370, -0.486, -0.220], [0.096, -0.439, -0.468], [-0.373, 0.114, -0.138], [-0.484, -0.062, -0.318], [-0.017, -0.024, 0.309]],
  "lowdin_charge": [-0.181, 0.083, 0.100, -0.091, -0.069, 0.046, -0.091, -0.287, 0.072, 0.101, 0.108, 0.062, 0.101, -0.060, -0.167, -0.051, 0.064, 0.060, -0.105, 0.077, 0.058, 0.061, 0.108],
  "charge": 0,
  "max_force_ha_per_bohr": 0.0273,
  "e_above_lowest_kj_mol": 30.5,
  "homo_energy_ev": -9.1,
  "smiles": "Cc1ccccc1.CC",
  "multiplicity": 1
}